Entry 1:
Molecular formula: C5H8OS2
Method: DFT, ωB97M-V with the def2-TZVPD basis set

As for the SMILES: CC(=S)S[C@H]1C[C@@H]1O. For the LUMO energy, the calculation gives -0.07 eV. As for the spin multiplicity: 1. As for the energy above the lowest of the compared OMol25 structures with the same formula, charge and spin: 79.53 kcal/mol. Its total energy is -1066.804632 hartree. The calculation puts the HOMO-LUMO gap at 8.44 eV.

Element x y z (Å)
C (1.8641, 1.2590, 0.1389)
C (2.2748, -0.2408, -0.0763)
S (3.7667, -0.8892, -0.0364)
S (1.0018, -1.5421, -0.1870)
C (-0.5119, -0.7502, 0.3860)
C (-1.0221, 0.4776, -0.4879)
C (-1.8780, -0.7085, -0.4670)
O (-3.0780, -0.7009, 0.2011)
H (2.6389, 1.9319, 0.0520)
H (1.1471, 1.5345, -0.7337)
H (1.4861, 1.3120, 1.1266)
H (-0.7152, -0.8616, 1.5298)
H (-1.3675, 1.3730, 0.0222)
H (-0.4628, 0.7054, -1.4696)
H (-2.1033, -1.5515, -1.1026)
H (-3.0407, -1.3486, 1.1039)



Entry 2:
Molecular formula: C5H11NOS
Method: DFT, ωB97M-V with the def2-TZVPD basis set

For the LUMO energy (alpha / beta), the calculation gives 0.10 / 0.10 eV. As for the spin multiplicity: 1. As for the energy above the lowest of the compared OMol25 structures with the same formula, charge and spin: 108.64 kcal/mol. Its total energy is -725.151762 hartree. The calculation puts the HOMO-LUMO gap (alpha / beta) at 8.38 / 8.38 eV.

Element x y z (Å)
C (-1.9215, -0.9448, -0.6400)
C (-1.8642, 0.4413, 0.0506)
C (-0.7120, -0.0403, -0.7844)
C (1.3345, -1.2462, -1.1295)
C (1.3306, 0.9337, 2.0982)
N (0.4879, -0.5213, -0.2310)
O (0.5690, 2.2988, -0.0190)
S (1.6086, 1.3230, 0.2587)
H (-1.6068, -1.7753, -0.0941)
H (-2.5483, -1.0686, -1.4676)
H (-2.4548, 1.1491, -0.4980)
H (-1.6594, 0.5675, 1.1636)
H (-0.6760, 0.4333, -1.7346)
H (0.8223, -2.2235, -1.3984)
H (1.2673, -0.6421, -2.0871)
H (2.2519, -1.3875, -0.6033)
H (2.2951, 0.9534, 2.5598)
H (0.7489, 0.0022, 2.1621)
H (0.7267, 1.7476, 2.3941)



Entry 3:
Molecular formula: C31H23FN5SeV
Method: DFT, ωB97M-V with the def2-TZVPD basis set

For the LUMO energy (alpha / beta), the calculation gives -1.49 / -1.54 eV. As for the spin multiplicity: 3. As for the energy above the lowest of the compared OMol25 structures with the same formula, charge and spin: 60.80 kcal/mol. Its total energy is -4914.190097 hartree. The calculation puts the HOMO-LUMO gap (alpha / beta) at 4.18 / 4.12 eV. Its expectation value of S² is 2.04.

Element x y z (Å)
V (-0.2584, 0.2742, -0.1045)
C (3.5232, 0.5014, -1.8607)
C (4.2681, -0.4453, -1.1541)
C (3.6996, -1.1357, -0.1117)
C (2.3797, -0.8703, 0.2595)
N (1.6708, 0.0212, -0.4536)
C (2.2220, 0.7000, -1.4896)
N (1.9501, -1.4778, 1.4778)
C (0.8261, -1.2738, 2.0587)
N (-0.2274, -0.5162, 1.5883)
C (-1.1840, -0.2467, 2.5026)
N (-2.1664, 0.6022, 2.3870)
C (-2.3022, 1.5617, 1.3683)
C (-3.4039, 2.4305, 1.4635)
C (-3.4742, 3.5418, 0.6642)
C (-2.4414, 3.8396, -0.2361)
C (-1.4158, 2.9439, -0.3468)
N (-1.3907, 1.8127, 0.4003)
C (-0.8084, -1.0377, 3.7138)
C (-1.4318, -1.1744, 4.9349)
C (-0.7986, -1.9668, 5.8916)
C (0.4172, -2.5864, 5.6229)
C (1.0466, -2.4401, 4.3870)
C (0.4134, -1.6620, 3.4433)
H (3.9406, 1.0516, -2.6909)
H (5.2923, -0.6483, -1.4363)
H (4.2395, -1.8835, 0.4484)
H (1.5823, 1.4090, -2.0034)
H (-4.1586, 2.2072, 2.2037)
H (-4.3223, 4.2085, 0.7518)
H (-2.4435, 4.7433, -0.8273)
H (-0.5861, 3.0925, -1.0261)
H (-2.3756, -0.6863, 5.1372)
H (-1.2585, -2.1025, 6.8617)
H (0.8850, -3.1899, 6.3896)
H (1.9900, -2.9211, 4.1670)
F (-3.9999, 2.5676, -4.5731)
C (-3.4073, 1.6895, -3.7341)
C (-4.0987, 1.2805, -2.6067)
C (-3.4945, 0.3796, -1.7474)
C (-2.2122, -0.1208, -2.0026)
C (-1.5042, -1.0193, -1.0609)
C (-1.5518, 0.3178, -3.1565)
C (-2.1437, 1.2267, -4.0276)
H (-5.0926, 1.6658, -2.4203)
H (-4.0252, 0.0507, -0.8605)
H (-0.8151, -1.7205, -1.5543)
H (-2.1650, -1.5518, -0.3748)
H (-0.5690, -0.0805, -3.3881)
H (-1.6409, 1.5570, -4.9271)
Se (1.5362, -2.9276, -2.1645)
C (2.0330, -1.9982, -3.7442)
C (1.0927, -1.4637, -4.6378)
C (1.4718, -0.7537, -5.7674)
C (2.8147, -0.5483, -6.0606)
C (3.7670, -1.0832, -5.1996)
C (3.3825, -1.7898, -4.0709)
H (0.0410, -1.6353, -4.4395)
H (0.7103, -0.3657, -6.4360)
H (3.1127, -0.0030, -6.9472)
H (4.8224, -0.9570, -5.4171)
H (4.1378, -2.2088, -3.4148)



Entry 4:
Molecular formula: C46H47CsN10O6S
Method: DFT, ωB97M-V with the def2-TZVPD basis set

Its charge is -2. For the LUMO energy, the calculation gives 3.02 eV. As for the spin multiplicity: 1. As for the energy above the lowest of the compared OMol25 structures with the same formula, charge and spin: 16.93 kcal/mol. Its total energy is -3198.546943 hartree. The calculation puts the HOMO-LUMO gap at 4.51 eV.

Element x y z (Å)
Cs (0.1681, -1.1333, 0.7273)
C (-1.2288, 2.5658, 2.4959)
N (-1.4759, 2.4103, 1.0810)
C (-2.3583, 1.2780, 0.8134)
C (-1.6722, 3.5849, 0.3298)
C (-1.8354, 4.8196, 0.9427)
C (-1.9244, 6.0107, 0.2115)
C (-1.8631, 5.9475, -1.1727)
C (-1.7072, 4.7226, -1.8120)
C (-1.5920, 3.5028, -1.1103)
N (-1.2953, 2.3052, -1.6624)
C (-1.7627, 1.9055, -2.8694)
C (-2.8856, 2.4455, -3.5364)
C (-3.4018, 1.8936, -4.7008)
C (-2.8194, 0.7761, -5.2711)
C (-1.7060, 0.2152, -4.6410)
C (-1.1763, 0.7417, -3.4746)
N (-0.0883, 0.1223, -2.8095)
C (1.1127, 0.9366, -2.7400)
C (0.2207, -1.2329, -3.1804)
H (-2.1085, 2.9293, 3.0535)
H (-0.4023, 3.2598, 2.6633)
H (-0.9480, 1.5985, 2.9115)
H (-3.2637, 1.3041, 1.4332)
H (-1.8138, 0.3616, 1.0496)
H (-2.6149, 1.2476, -0.2395)
H (-1.8935, 4.8696, 2.0221)
H (-2.0688, 6.9541, 0.7245)
H (-1.9388, 6.8536, -1.7663)
H (-1.6132, 4.6957, -2.8903)
H (-3.3937, 3.2880, -3.0865)
H (-4.2829, 2.3407, -5.1504)
H (-3.2167, 0.3341, -6.1769)
H (-1.2507, -0.6676, -5.0726)
H (1.6756, 0.8988, -3.6914)
H (1.7591, 0.5804, -1.9367)
H (0.8410, 1.9661, -2.5245)
H (0.6386, -1.3281, -4.2006)
H (-0.6628, -1.8646, -3.0932)
H (0.9811, -1.6135, -2.4917)
O (1.0311, 7.6427, 0.3488)
C (2.2926, 7.1885, 0.3754)
O (3.2024, 7.9748, 0.4656)
C (2.5050, 5.7101, 0.2847)
C (1.4632, 4.7922, 0.2865)
C (1.7243, 3.4336, 0.1995)
C (3.0341, 2.9815, 0.1026)
C (4.0873, 3.9024, 0.1031)
C (3.8212, 5.2531, 0.1960)
N (3.1698, 1.5817, -0.0146)
C (4.2783, 0.9952, -0.1437)
C (4.3170, -0.4778, -0.3064)
C (5.5247, -1.1384, -0.4876)
C (5.5134, -2.5171, -0.6492)
C (4.3023, -3.1846, -0.6134)
C (3.1436, -2.4362, -0.4218)
N (3.1475, -1.1188, -0.2889)
H (0.3760, 6.9263, 0.2950)
H (0.4251, 5.0923, 0.3566)
H (0.9099, 2.7158, 0.1883)
H (5.1151, 3.5717, 0.0272)
H (4.6207, 5.9814, 0.2015)
H (5.2521, 1.4989, -0.1397)
H (6.4534, -0.5812, -0.4902)
H (6.4401, -3.0589, -0.7889)
H (4.2423, -4.2588, -0.7191)
H (2.1704, -2.9189, -0.3540)
N (0.6007, -0.4120, 3.4546)
C (0.9521, -0.9765, 4.4045)
C (1.3579, -1.6887, 5.5437)
C (0.6238, -1.5743, 6.7429)
N (0.0237, -1.4942, 7.7289)
C (2.4549, -2.5735, 5.4691)
N (3.3530, -3.3010, 5.4142)
O (-0.0122, -3.7131, 0.5361)
C (-0.8618, -3.6841, -0.3964)
O (-1.5464, -2.7030, -0.7398)
C (-1.0328, -4.9706, -1.1981)
C (-1.8348, -4.9779, -2.3302)
C (-2.0091, -6.1334, -3.0975)
C (-1.3510, -7.2592, -2.6692)
O (-1.3442, -8.5125, -3.2436)
C (-0.5498, -9.3268, -2.3868)
O (-0.0045, -8.5112, -1.3610)
C (-0.5520, -7.2554, -1.5431)
C (-0.3650, -6.1303, -0.7848)
H (-2.3237, -4.0514, -2.6024)
H (-2.6268, -6.1444, -3.9852)
H (0.2625, -9.7729, -2.9661)
H (-1.1796, -10.1035, -1.9403)
H (0.2642, -6.1009, 0.0942)
C (-4.2355, -5.1368, 0.5620)
C (-3.2894, -4.5415, 1.5911)
N (-3.5252, -3.1085, 1.7114)
C (-3.6946, -2.4239, 2.8615)
S (-4.7305, -1.1047, 2.9501)
N (-3.0031, -2.8486, 3.9520)
C (-1.6164, -3.3278, 3.9042)
C (-1.3173, -4.2707, 5.0535)
H (-4.0500, -6.2067, 0.4521)
H (-4.0735, -4.6728, -0.4125)
H (-5.2762, -4.9846, 0.8545)
H (-2.2588, -4.7500, 1.3023)
H (-3.4529, -4.9942, 2.5712)
H (-3.9151, -2.6479, 0.9034)
H (-3.2122, -2.2706, 4.7528)
H (-0.9434, -2.4694, 3.9354)
H (-1.4257, -3.8064, 2.9505)
H (-1.4708, -3.7760, 6.0151)
H (-0.2745, -4.5876, 5.0125)
H (-1.9590, -5.1533, 5.0102)



Number 4 is which compound?
C46H47CsN10O6S